{
  "formula": "C21H26MnN5OS5",
  "method": "wB97M-V/def2-TZVPD",
  "symbols": ["Mn", "S", "S", "S", "S", "S", "O", "N", "N", "N", "N", "N", "C", "C", "C", "C", "C", "C", "C", "C", "C", "C", "C", "C", "C", "C", "C", "C", "C", "C", "C", "C", "C", "H", "H", "H", "H", "H", "H", "H", "H", "H", "H", "H", "H", "H", "H", "H", "H", "H", "H", "H", "H", "H", "H", "H", "H", "H", "H"],
  "positions_angstrom": [[0.5752, -0.7148, 0.0580], [8.1309, 0.4141, -1.3983], [5.6211, -0.5720, -0.1735], [2.8021, -0.6209, -3.4088], [2.8274, -1.3683, -0.0291], [5.6106, 0.1471, -2.9569], [-0.1057, 0.1186, -1.7429], [0.6638, 1.9706, -2.7853], [-0.0556, -2.7222, 0.3556], [-1.1344, -0.3580, 0.9218], [0.9995, 1.1574, 1.0918], [-1.6052, 1.6846, -2.3677], [-1.4272, 0.9757, 1.0293], [4.0854, -0.7632, -0.9765], [-1.7049, 3.7820, 1.0316], [-2.8191, 2.9609, 0.9956], [-3.2683, -1.3794, 1.6841], [-2.6899, 1.5777, 0.9887], [1.3268, 0.7825, 2.4847], [-0.3427, 1.2175, -2.2726], [0.1653, -3.5124, -0.8699], [6.5482, 0.0271, -1.5099], [-1.9836, -1.4117, 1.1240], [-1.9429, 3.0290, -2.7813], [-0.4362, 3.2022, 1.0598], [4.0713, -0.4402, -2.3486], [-1.4735, -2.6746, 0.7542], [-2.2328, -3.8212, 0.8760], [-3.5269, -3.7621, 1.3803], [-0.2959, 1.8298, 1.0579], [-4.0202, -2.5370, 1.8012], [0.6970, -3.3295, 1.4808], [2.0985, 1.9553, 0.5365], [1.5129, 1.4414, -2.9822], [2.3163, 2.8309, 1.1587], [1.2207, -3.4564, -1.1309], [1.8436, 2.2832, -0.4705], [-2.2548, 1.1843, -1.7833], [-1.6710, 3.1962, -3.8252], [2.2437, 0.1933, 2.4855], [-1.4723, 3.7810, -2.1450], [0.5115, 0.1923, 2.9012], [1.7568, -3.3686, 1.2398], [0.3294, -4.3409, 1.6766], [-3.0215, 3.1490, -2.7113], [-1.8144, -4.7759, 0.5859], [0.5463, -2.7264, 2.3769], [-3.8104, 3.3964, 0.9624], [-0.1153, -4.5593, -0.7304], [1.4705, 1.6804, 3.0954], [-3.5785, 0.9655, 0.9155], [-3.6766, -0.4493, 2.0564], [-5.0105, -2.4731, 2.2338], [-1.8109, 4.8584, 1.0416], [2.9894, 1.3310, 0.4997], [-4.1224, -4.6596, 1.4621], [0.4484, 2.7335, -3.4040], [0.4386, 3.8367, 1.0801], [-0.4278, -3.0881, -1.6793]],
  "homo_lumo_gap_ev": [7.233, 5.461],
  "s2": 6.050,
  "multiplicity": 5,
  "homo_ha": [-0.2597, -0.2627],
  "total_energy_ha": -4306.83004,
  "e_above_lowest_ev": 1.280,
  "total_charge": 0,
  "lumo_energy_ev": [0.17, -1.69]
}